Computed, not measured: a molecular structure, C33H55BrCl2IN3O4SSbSi3Ti, with ωB97M-V/def2-TZVPD.

Positions of all 105 atoms, in Å:
Ti 0.375 -0.774 0.464
C -3.061 -0.563 -2.284
C -3.529 -0.487 -0.868
N -4.838 -0.527 -0.644
C -5.310 -0.419 0.590
C -4.517 -0.159 1.707
C -5.124 0.046 3.078
O -6.333 -0.646 3.236
C -3.148 -0.122 1.497
C -2.110 0.155 2.526
N -1.566 1.282 2.733
C -2.144 2.448 2.152
C -3.244 3.010 2.799
C -3.842 4.162 2.321
C -3.349 4.779 1.181
C -2.241 4.251 0.543
C -1.636 3.101 1.038
I 0.097 2.499 0.017
C -2.664 -0.364 0.215
O -1.303 -0.522 0.053
H -3.850 -0.176 -2.926
H -2.869 -1.591 -2.597
H -2.155 0.024 -2.429
H -6.379 -0.540 0.707
H -5.234 1.116 3.279
H -4.434 -0.343 3.834
H -7.086 -0.062 3.095
H -1.716 -0.695 3.084
H -3.603 2.541 3.705
H -4.692 4.581 2.842
H -3.810 5.678 0.797
H -1.842 4.741 -0.334
O 5.636 -1.279 -2.833
C 4.538 -1.180 -2.115
C 4.429 -1.566 -0.770
C 3.225 -1.409 -0.144
N 2.125 -0.894 -0.743
C 2.249 -0.534 -2.038
Br 0.726 0.161 -2.873
C 3.409 -0.652 -2.753
H 6.385 -1.658 -2.349
H 5.268 -1.996 -0.238
H 3.100 -1.716 0.888
H 3.463 -0.351 -3.789
C 0.445 -6.256 -0.434
Si 1.479 -5.381 0.842
C 1.728 -6.408 2.373
C 3.106 -4.829 0.126
Sb 0.218 -3.264 1.831
Si -2.250 -4.183 1.907
C -2.067 -6.010 2.214
C -3.168 -3.385 3.329
C -3.040 -3.817 0.263
Si 0.955 -3.061 4.333
C 0.414 -4.623 5.184
C 2.829 -2.907 4.357
C 0.058 -1.620 5.125
H 0.724 -7.313 -0.381
H 0.668 -5.905 -1.438
H -0.632 -6.198 -0.277
H 2.061 -7.398 2.049
H 0.824 -6.551 2.960
H 2.506 -5.996 3.017
H 3.643 -5.721 -0.212
H 3.737 -4.331 0.865
H 2.972 -4.184 -0.743
H -1.641 -6.237 3.191
H -1.496 -6.542 1.452
H -3.080 -6.425 2.204
H -3.555 -4.168 3.985
H -4.028 -2.833 2.944
H -2.578 -2.714 3.953
H -2.571 -4.366 -0.553
H -3.032 -2.753 0.022
H -4.085 -4.134 0.321
H 0.983 -5.500 4.888
H -0.650 -4.829 5.075
H 0.598 -4.462 6.252
H 3.281 -2.869 3.364
H 3.246 -3.781 4.861
H 3.153 -2.032 4.920
H -0.918 -1.953 5.485
H -0.096 -0.751 4.492
H 0.620 -1.289 6.002
Cl 0.118 -3.085 -1.585
C -0.412 -3.225 -3.317
Cl 0.959 -3.445 -4.366
H -0.936 -2.308 -3.556
H -1.062 -4.094 -3.351
C 2.063 2.925 4.543
C 1.332 2.264 3.376
S 2.074 0.649 3.113
O 1.295 -0.011 1.919
C 3.662 1.052 2.378
C 3.643 1.982 1.180
H 1.541 3.853 4.773
H 2.045 2.305 5.439
H 3.092 3.184 4.304
H 1.370 2.841 2.454
H 0.291 2.031 3.613
H 4.112 0.081 2.166
H 4.220 1.464 3.223
H 3.043 1.577 0.363
H 4.664 2.109 0.823
H 3.265 2.969 1.435

Its orbital gap is 6.28 eV. Its net charge is +3. As for the LUMO energy: -0.3463 Eh. The multiplicity is 1. The total energy comes out at -7903.4263 hartree.

Here are the Löwdin charges for atoms 1 to 99, given in e: 0.694 0.008 -0.267 0.161 -0.026 -0.109 -0.205 -0.023 -0.082 -0.084 0.118 -0.314 -0.018 -0.033 -0.045 -0.135 -0.557 1.199 -0.234 -0.315 0.104 0.079 0.041 0.134 0.121 0.127 0.112 0.095 0.119 0.125 0.125 0.100 0.171 -0.264 0.042 -0.155 -0.132 -0.717 0.896 0.007 0.155 0.142 0.095 0.143 -0.209 0.364 -0.202 -0.213 0.956 0.383 -0.197 -0.180 -0.187 0.361 -0.196 -0.204 -0.207 0.061 0.018 0.011 0.060 0.017 0.039 0.059 0.030 0.012 0.033 0.012 0.062 0.055 0.034 0.004 0.025 0.004 0.064 0.022 0.033 0.062 0.007 0.047 0.033 0.041 -0.016 0.055 0.535 -0.925 0.615 -0.003 0.048 -0.090 -0.393 1.070 -0.720 -0.348 -0.104 0.103 0.090 0.081 0.016